w | # C3H5NO2S

C3H5NO2S in the gas phase (ωB97M-V/def2-TZVPD, the OMol25 dataset).

Its LUMO energy is 0.3 eV. The calculation puts the HOMO energy at -9.63 eV. The SMILES is O=COC/C=N/S. The calculation puts the HOMO-LUMO gap at 9.91 eV.

Structure (XYZ):
```
12
C3H5NO2S (ωB97M-V/def2-TZVPD)
O -2.66768 -1.01587 0.82037
C -2.02688 -0.43400 0.05645
O -1.53705 0.73927 0.32400
C -0.36578 1.19942 -0.31161
C 1.00655 0.51628 -0.10472
N 1.27019 -0.47611 0.65705
S 2.89263 -1.40635 0.46997
H -2.07754 -0.90227 -0.84440
H -0.36951 2.29201 -0.19556
H -0.49860 0.91100 -1.28788
H 1.80458 0.89850 -0.84184
H 2.56907 -2.32188 1.25816
```



x | # C3H5NO2S

C3H5NO2S in the gas phase (ωB97M-V/def2-TZVPD, the OMol25 dataset).

Its LUMO energy is 0.7 eV. The calculation puts the HOMO energy at -9.97 eV. The calculation puts the HOMO-LUMO gap at 10.63 eV.

Structure (XYZ):
```
12
C3H5NO2S (ωB97M-V/def2-TZVPD)
C 0.12628 0.31803 0.17701
C -0.11913 -1.16023 -0.04373
C 1.50377 0.86627 0.09909
N -0.89838 1.00810 0.41258
O -2.94578 0.46006 -0.93900
O -1.48378 -1.36469 0.14791
S -2.35608 0.09480 0.31857
H 0.18259 -1.44817 -1.06028
H 0.44666 -1.76487 0.67512
H 1.87040 0.77673 -0.92245
H 2.17038 0.30125 0.74734
H 1.50309 1.91273 0.38784
```



y | # C3H5NO2S

C3H5NO2S in the gas phase (ωB97M-V/def2-TZVPD, the OMol25 dataset).

Its LUMO energy is -0.4 eV. The calculation puts the HOMO energy at -9.63 eV. The SMILES is C/C(S)=C/[N+](=O)[O-]. The calculation puts the HOMO-LUMO gap at 9.18 eV.

Structure (XYZ):
```
12
C3H5NO2S (ωB97M-V/def2-TZVPD)
C -0.75182 0.59758 1.58273
C 0.33272 0.17227 0.40166
S 1.53292 -1.04889 0.91328
C -0.11641 0.53784 -0.78639
N 0.36862 -0.12944 -2.04143
O 0.58115 0.50308 -3.03246
O 0.31973 -1.32616 -1.99281
H -1.55049 -0.11456 1.35207
H -0.92899 1.61353 1.34184
H -0.32955 0.36615 2.48607
H 1.56754 -2.35332 0.78473
H -1.02543 1.18192 -1.00931
```



z | # C3H5NO2S

C3H5NO2S in the gas phase (ωB97M-V/def2-TZVPD, the OMol25 dataset).

Its LUMO energy is -0.1 eV. The calculation puts the HOMO energy at -9.44 eV. The SMILES is CN(C=O)OC=S. The calculation puts the HOMO-LUMO gap at 9.34 eV.

Structure (XYZ):
```
12
C3H5NO2S (ωB97M-V/def2-TZVPD)
C -1.46844 1.55842 -0.03196
N -0.95879 0.20659 0.13364
C -1.79806 -0.88540 -0.05347
O -2.99488 -0.83179 0.09430
O 0.28366 0.02328 -0.49124
C 1.29872 -0.01297 0.41171
S 2.83039 -0.18006 -0.04142
H -2.47452 1.56008 0.32696
H -1.45805 1.85837 -1.09253
H -0.86469 2.24208 0.56422
H -1.24036 -1.81652 -0.31104
H 0.95930 0.09842 1.45753
```



Stability check: which of them is most stable? x.



w | # C3H8NOS

A gas-phase ion, C3H8NOS (charge -1) (ωB97M-V/def2-TZVPD, the OMol25 dataset).

Its LUMO energy is 3.2 eV. Its net charge is -1. The calculation puts the HOMO energy at -2.59 eV. The SMILES is N[C@H](C[O-])CS. The calculation puts the HOMO-LUMO gap at 5.82 eV.

Structure (XYZ):
```
14
C3H8NOS (ωB97M-V/def2-TZVPD)
N 0.28929 1.00238 1.06527
C -0.39310 0.14740 0.01650
C -0.95566 -1.01874 0.66164
O -0.82131 -1.11305 2.07889
C 0.63980 -0.14250 -1.14846
S 1.02627 1.44770 -2.00211
H 0.12488 0.41189 1.85740
H 1.32594 0.94849 0.76602
H -1.17275 0.74857 -0.55291
H -0.39420 -1.97565 0.25447
H -2.14586 -1.06043 0.51593
H 0.30114 -0.72994 -1.94697
H 1.45676 -0.73587 -0.67075
H 0.71881 2.06975 -0.89490
```



x | # C3H8NOS

A gas-phase ion, C3H8NOS (charge -1) (ωB97M-V/def2-TZVPD, the OMol25 dataset).

Its LUMO energy is 3.1 eV. Its net charge is -1. The calculation puts the HOMO energy at -2.73 eV. The SMILES is [O-]CNCCS. The calculation puts the HOMO-LUMO gap at 5.80 eV.

Structure (XYZ):
```
14
C3H8NOS (ωB97M-V/def2-TZVPD)
O -0.20612 -1.10626 2.65883
C -1.12191 -0.61770 1.89161
N -0.91607 -0.38229 0.28585
C 0.33567 0.24151 -0.06898
C 0.45924 0.40734 -1.63820
S 1.69747 1.63366 -2.09972
H -1.47808 0.43002 2.08090
H -2.05710 -1.22255 1.82248
H -1.00868 -1.33034 -0.07532
H 1.20250 -0.29733 0.33648
H 0.23819 1.27597 0.25357
H -0.59092 0.56588 -1.90519
H 0.66721 -0.61274 -1.98155
H 2.77862 1.01483 -1.56078
```



Stability check: which of them is most stable? x.



w | # C4H14N4O

2 unconnected molecules or ions with the total composition C4H14N4O (ωB97M-V/def2-TZVPD, the OMol25 dataset).

Its LUMO energy (alpha / beta) is 0.8 / 0.8 eV. The calculation puts the HOMO energy (alpha / beta) at -6.56 / -6.56 eV. The calculation puts the HOMO-LUMO gap (alpha / beta) at 7.36 / 7.36 eV.

Structure (XYZ):
```
23
C4H14N4O (ωB97M-V/def2-TZVPD)
C 0.09323 0.50375 2.51296
N 0.51981 0.41686 1.14088
N 2.39406 -0.28473 -0.04600
O 1.65580 -0.46859 1.16497
H 0.31253 1.14384 -0.10137
H 2.16203 -1.10683 -0.60557
H 3.36659 -0.33629 0.24860
H 0.88413 0.86284 3.18375
H -0.24198 -0.47320 2.89180
H -0.75631 1.18724 2.56088
C 0.29747 0.74232 -2.39745
C -2.05837 -0.50460 0.26893
N -0.38147 0.76759 -1.09261
C -0.74649 -0.53974 -0.47143
N -0.13667 -1.56844 -0.93542
H -1.17646 1.39902 -1.09621
H -0.44918 -2.41782 -0.47637
H -0.37545 0.35737 -3.16201
H 1.16341 0.09357 -2.34421
H 0.64518 1.74720 -2.63361
H -2.04522 -1.25344 1.06022
H -2.24278 0.45945 0.74425
H -2.88385 -0.72735 -0.41499
```



x | # C4H14N4O

A molecular structure, C4H14N4O (ωB97M-V/def2-TZVPD, the OMol25 dataset).

Its LUMO energy is 0.7 eV. The calculation puts the HOMO energy at -5.72 eV. The calculation puts the HOMO-LUMO gap at 6.46 eV.

Structure (XYZ):
```
23
C4H14N4O (ωB97M-V/def2-TZVPD)
C -1.45617 0.35719 0.69573
C -1.59796 1.53233 -0.22801
N -0.66139 -1.15009 -0.05518
N -1.35230 -2.09583 -0.89585
H -0.47401 -1.65260 0.81423
H -2.31251 -2.16766 -0.56376
H -1.33637 -1.68832 -1.82787
H -2.41731 -0.16153 0.75955
H -1.13544 0.59855 1.70531
H -2.54556 2.04872 -0.03908
H -0.82213 2.28031 -0.08381
H -1.61757 1.20439 -1.26835
C 1.42207 0.09233 0.42529
N 1.61187 1.43308 -0.03602
N 2.22780 -0.35262 1.51019
C 0.95222 -0.84379 -0.57959
O 0.70026 -0.31865 -1.84893
H 0.62620 0.64033 -1.65193
H 1.53083 2.12047 0.70497
H 2.50970 1.60303 -0.49028
H 2.94854 -1.03344 1.27848
H 1.71223 -0.64770 2.32761
H 1.48701 -1.79852 -0.65270
```



Stability check: which of them is most stable? x.



w | # C2H4INO2

2 unconnected molecules or ions with the total composition C2H4INO2 (ωB97M-V/def2-TZVPD, the OMol25 dataset).

Its LUMO energy (alpha / beta) is -0.8 / -2.3 eV. The calculation puts the HOMO energy (alpha / beta) at -10.12 / -8.76 eV. The calculation puts the HOMO-LUMO gap (alpha / beta) at 9.35 / 6.49 eV.

Structure (XYZ):
```
10
C2H4INO2 (ωB97M-V/def2-TZVPD)
C -0.77110 -0.18543 -1.02421
C 1.52863 -0.39034 0.92217
N -1.42785 0.52613 -0.02177
O -1.78108 -0.03540 1.02332
O -1.57114 1.75604 -0.22928
I 3.25139 0.10987 -0.04440
H -0.15912 0.52283 -1.65579
H -0.83163 -1.32257 -0.90259
H 0.76500 0.38450 1.21858
H 0.99689 -1.36563 0.71398
```



x | # C2H4INO2

A molecular structure, C2H4INO2 (ωB97M-V/def2-TZVPD, the OMol25 dataset).

Its LUMO energy is 0.4 eV. The calculation puts the HOMO energy at -8.75 eV. The calculation puts the HOMO-LUMO gap at 9.10 eV.

Structure (XYZ):
```
10
C2H4INO2 (ωB97M-V/def2-TZVPD)
C 0.39627 -0.92025 -1.38237
C -0.02380 0.72180 0.20100
N 1.19778 -2.48709 -1.52870
O 0.04868 -0.37364 -2.34594
O 0.46151 -0.57665 -0.13034
I 0.62508 -3.06326 -3.31959
H -0.40700 0.76654 1.31173
H -0.62260 1.10074 -0.59656
H 0.76259 1.52014 0.12559
H 0.87432 -3.01110 -0.83708
```



Stability check: which of them is most stable? x.



w | # C5H24N2O6

7 unconnected molecules or ions with the total composition C5H24N2O6 (ωB97M-V/def2-TZVPD, the OMol25 dataset).

Its LUMO energy is 0.2 eV. The calculation puts the HOMO energy at -7.63 eV. The SMILES is N/C=C/CCCN.O.O.O.O.O.O. The calculation puts the HOMO-LUMO gap at 7.84 eV.

Structure (XYZ):
```
37
C5H24N2O6 (ωB97M-V/def2-TZVPD)
N 0.28033 0.66320 2.67037
C 1.32946 0.96404 1.79737
C 1.44051 0.53793 0.54113
C 2.60369 0.85599 -0.36794
C 2.73581 0.00115 -1.64264
C 1.84858 0.45807 -2.78380
N 0.43400 0.05515 -2.71128
H 0.25144 1.26979 3.47116
H -0.62405 0.35778 2.34602
H 2.10069 1.49209 2.33738
H 0.56072 0.07856 0.10580
H 3.47984 0.63353 0.24329
H 2.71903 1.90061 -0.62904
H 3.79312 0.10401 -1.90802
H 2.50391 -1.02934 -1.36390
H 2.10174 0.18270 -3.80643
H 1.83308 1.55172 -2.81820
H 0.26846 -0.93975 -2.71786
H -0.13459 0.47262 -1.98557
O -0.83870 2.68743 -3.73835
H -0.76582 2.42415 -2.81492
H -0.80721 1.83713 -4.19381
O -1.23989 -3.75474 1.55380
H -1.35532 -4.32040 0.78480
H -0.29452 -3.68913 1.80808
O -3.39459 1.56443 1.36839
H -4.17093 1.45519 0.81528
H -2.96306 0.71670 1.53286
O -2.03770 0.72386 -1.06773
H -2.70962 1.03055 -1.69174
H -2.37634 1.05731 -0.21604
O 1.09380 -2.57928 2.42789
H 1.05640 -2.52579 3.38999
H 1.94110 -2.98147 2.21050
O -2.11705 -1.10085 1.63660
H -1.98079 -1.70255 2.37128
H -1.56641 -1.39735 0.90392
```



x | # C5H24N2O6

6 unconnected molecules or ions with the total composition C5H24N2O6 (ωB97M-V/def2-TZVPD, the OMol25 dataset).

Its LUMO energy is 0.2 eV. The calculation puts the HOMO energy at -9.15 eV. The SMILES is CNC[C@H](N)CCO.O.O.O.O.O. The calculation puts the HOMO-LUMO gap at 9.31 eV.

Structure (XYZ):
```
37
C5H24N2O6 (ωB97M-V/def2-TZVPD)
C -1.47676 2.48021 0.99408
N -1.16038 1.59406 -0.10167
C -1.64723 0.22968 -0.00650
C -0.69093 -0.69035 0.82357
N 0.47043 0.01585 1.36735
C -0.18288 -1.83454 -0.06321
C -1.28286 -2.78860 -0.49448
O -0.85442 -3.65099 -1.57283
H -2.40553 2.13975 1.48370
H -0.67788 2.53805 1.72188
H -1.75908 3.49460 0.70696
H -1.31780 1.92331 -1.03705
H -2.67418 0.17147 0.36163
H -1.61514 -0.12461 -1.02354
H -1.26056 -1.20894 1.59347
H 0.61053 0.81527 0.76270
H 0.26592 0.37368 2.29101
H 0.16359 -1.44249 -1.03714
H 0.73272 -2.33154 0.24881
H -1.67339 -3.45847 0.27617
H -2.12369 -2.22407 -0.90688
H -0.18971 -3.15879 -2.06457
O -1.31233 -1.58340 -3.69338
H -1.17295 -2.48108 -4.00967
H -1.21537 -1.01057 -4.46036
O 0.91929 4.09091 -0.52168
H 0.64857 3.57457 -1.28513
H 1.71131 3.67127 -0.18588
O 2.11424 -3.46366 1.93850
H 1.71170 -2.58796 1.96179
H 1.55174 -4.06537 1.44846
O 3.00529 1.25617 -0.46854
H 2.55285 1.22060 0.38488
H 2.43507 0.65511 -0.96691
O 2.32449 2.59227 2.16484
H 2.29062 3.10952 1.35096
H 3.18473 2.15905 2.01867
```



Stability check: which of them is most stable? w.



w | # C2H9NO3

3 unconnected molecules or ions with the total composition C2H9NO3 (ωB97M-V/def2-TZVPD, the OMol25 dataset).

Its LUMO energy is 0.4 eV. The calculation puts the HOMO energy at -10.44 eV. The SMILES is CC(N)=O.O.O. The calculation puts the HOMO-LUMO gap at 10.88 eV.

Structure (XYZ):
```
15
C2H9NO3 (ωB97M-V/def2-TZVPD)
C 0.41386 1.31210 -1.27429
C 0.22555 1.16657 0.29440
N 0.68251 2.30129 1.00912
O -0.32888 0.31953 0.93362
H 1.32270 1.93167 -1.64038
H -0.37896 1.85254 -1.70313
H 0.77028 0.36127 -1.72255
H 0.52171 2.31916 2.04484
H 1.41785 2.86448 0.64036
O -0.11878 -2.10060 -1.81342
H -0.49317 -1.45540 -1.13129
H 0.77782 -1.89250 -1.61793
O -0.86980 -2.37756 1.15116
H -0.27742 -1.55920 0.84772
H -1.73516 -2.13402 0.92698
```



x | # C2H9NO3

4 unconnected molecules or ions with the total composition C2H9NO3 (ωB97M-V/def2-TZVPD, the OMol25 dataset).

Its LUMO energy is -5.2 eV. The calculation puts the HOMO energy at -8.55 eV. The calculation puts the HOMO-LUMO gap at 3.32 eV.

Structure (XYZ):
```
15
C2H9NO3 (ωB97M-V/def2-TZVPD)
C -3.20222 0.06393 0.38312
C -2.08639 -0.36650 -0.46023
N -0.83608 -0.07713 -0.41590
O 1.48352 -0.90161 -1.74871
H -2.97710 0.44065 1.39053
H -4.11113 -0.51147 0.20622
H 2.82760 1.57625 -0.10646
H -0.42310 0.31209 0.62844
H -2.40391 -1.12131 -1.18863
H 1.53994 0.66365 1.04806
H 1.43993 -0.21457 2.32374
O 0.87314 0.48629 1.89258
H 2.01601 -0.32440 -1.16337
H 0.60504 -0.68748 -1.42675
O 2.52720 0.69306 0.06390
```



y | # C2H9NO3

3 unconnected molecules or ions with the total composition C2H9NO3 (ωB97M-V/def2-TZVPD, the OMol25 dataset).

Its LUMO energy is 0.3 eV. The calculation puts the HOMO energy at -10.17 eV. The SMILES is CC(N)=O.O.O. The calculation puts the HOMO-LUMO gap at 10.51 eV.

Structure (XYZ):
```
15
C2H9NO3 (ωB97M-V/def2-TZVPD)
C -2.33110 0.71052 -0.11802
C -0.83651 0.57643 -0.04740
N -0.34884 -0.69406 0.14316
O -0.11166 1.54483 -0.09615
H -2.79736 0.62386 0.85708
H -2.59002 1.65341 -0.56215
H -2.77377 -0.11480 -0.68829
H 0.50279 -0.85170 0.65227
H -0.71788 -1.50806 -0.31577
O 4.24800 -3.31728 -2.46952
H 3.74229 -3.63863 -3.22502
H 3.55135 -2.90572 -1.94554
O -0.09613 2.92705 2.58609
H 0.14316 2.43208 3.37411
H 0.41569 2.56205 1.85514
```



Stability check: which of them is most stable? y.